No. 1
Entry from the Open Molecules 2025 dataset: one molecule with the formula C5H11N3 at a distorted geometry (ωB97M-V with the def2-TZVPD basis set).

Results
* HOMO energy: -7.950 eV
* HOMO-LUMO gap: 8.860 eV
* energy above the lowest of the compared OMol25 structures with the same formula, charge and spin: 511.79 kJ/mol
* LUMO energy: 0.911 eV

ORCA input file:
```
! wB97M-V def2-TZVPD RIJCOSX def2/J DEFGRID3
* xyz 0 1
C -1.04 0.18 0.28
C -0.97 -1.01 -0.83
C 0.52 0.68 -1.12
C 1.40 1.42 -0.24
C 0.42 0.47 0.44
H -1.72 0.44 2.26
H -2.22 -1.03 1.67
H -1.66 1.13 0.11
H -1.68 -1.28 -1.66
H -0.83 -1.95 -0.32
H 0.11 -0.62 -2.60
H -0.37 1.33 -1.39
H 1.34 2.53 -0.27
H 2.39 1.06 -0.03
H 1.12 -1.40 0.79
H 0.90 -0.51 2.11
N -1.42 -0.27 1.56
N 0.29 -0.70 -1.59
N 1.23 -0.49 1.19
*
```

No. 2
Entry from the Open Molecules 2025 dataset: a 6-piece molecular cluster, C44H72Cl2F15N3O14PS2 overall at a distorted geometry (ωB97M-V with the def2-TZVPD basis set).

Results
* HOMO energy: -10.464 eV
* HOMO-LUMO gap: 8.161 eV
* LUMO energy: -2.303 eV

ORCA input file:
```
! wB97M-V def2-TZVPD RIJCOSX def2/J DEFGRID3
* xyz 1 1
C 5.97 -1.60 3.18
C 4.55 -1.27 2.72
N 4.44 -1.24 1.24
C 3.82 -0.02 0.72
C 4.29 0.33 -0.70
C 3.88 -2.44 0.76
S 4.76 -3.60 0.08
S 2.09 -2.65 0.96
C 1.50 -2.82 -0.74
C 0.05 -2.35 -0.84
C -0.01 -0.81 -0.74
C -1.42 -0.15 -0.64
C -2.30 -0.77 -1.76
C -2.99 -2.15 -1.65
N -1.81 -0.31 0.82
P -3.54 -0.94 1.43
N -3.42 -2.63 1.38
O -4.59 -0.55 0.25
C -1.64 0.96 1.66
C -2.01 0.67 3.12
Cl -3.38 1.36 3.90
C -1.21 -0.13 3.85
C -1.43 -0.46 5.30
Cl 0.20 -0.83 3.11
C -2.46 2.07 1.00
C -2.28 3.44 1.68
O -2.29 2.13 -0.41
C -1.18 1.40 -0.97
C 0.22 1.95 -0.57
C 0.41 3.40 -0.05
C -0.37 4.57 -0.65
C 0.54 5.36 -1.61
O -0.25 6.15 -2.48
C -1.29 1.62 -2.50
O -0.78 2.88 -2.91
C -0.04 2.79 -4.12
H 6.72 -1.24 2.47
H 6.17 -1.18 4.17
H 6.10 -2.69 3.27
H 3.87 -2.03 3.13
H 4.24 -0.32 3.15
H 2.72 -0.04 0.76
H 4.15 0.80 1.37
H 4.15 1.40 -0.84
H 3.71 -0.20 -1.46
H 5.35 0.11 -0.81
H 1.56 -3.87 -1.06
H 2.10 -2.25 -1.45
H -0.30 -2.64 -1.83
H -0.56 -2.87 -0.09
H 0.53 -0.43 -1.61
H 0.55 -0.57 0.17
H -1.62 -0.89 -2.60
H -3.10 -0.08 -2.03
H -4.03 -2.09 -1.35
H -3.01 -2.60 -2.64
H -2.50 -2.88 -1.01
H -1.14 -0.97 1.24
H -2.45 -2.91 1.24
H -3.98 -3.03 0.62
H -4.29 0.18 -0.30
H -0.58 1.22 1.73
H -0.68 -1.16 5.67
H -2.44 -0.83 5.46
H -1.35 0.47 5.87
H -3.52 1.85 1.17
H -3.05 3.59 2.42
H -1.32 3.55 2.19
H -2.43 4.23 0.94
H 0.71 1.36 0.21
H 0.89 1.83 -1.43
H 0.29 3.40 1.03
H 1.48 3.61 -0.18
H -1.31 4.34 -1.15
H -0.61 5.28 0.15
H 1.16 6.00 -0.98
H 1.22 4.67 -2.14
H -0.71 5.52 -3.04
H -2.34 1.57 -2.81
H -0.70 0.85 -3.00
H 0.01 3.80 -4.54
H -0.53 2.16 -4.86
H 0.99 2.46 -3.94
C -2.50 8.02 0.49
C -1.08 8.52 0.67
O -1.07 9.88 1.12
C -1.27 10.06 2.42
O -1.46 9.20 3.24
C -1.19 11.56 2.77
F -1.89 12.29 1.90
F 0.08 11.96 2.73
F -1.67 11.78 3.98
H -3.06 8.68 -0.18
H -2.49 7.02 0.06
H -3.03 7.99 1.44
H -0.57 8.52 -0.29
H -0.51 7.89 1.35
C 6.39 -8.13 -3.50
C 5.67 -7.59 -4.72
O 4.50 -6.83 -4.35
C 4.70 -5.60 -3.94
O 5.75 -5.02 -3.84
C 3.35 -4.93 -3.62
F 2.57 -5.72 -2.89
F 2.70 -4.63 -4.75
F 3.54 -3.80 -2.94
H 5.70 -8.73 -2.89
H 7.22 -8.76 -3.81
H 6.77 -7.33 -2.87
H 5.31 -8.40 -5.34
H 6.33 -6.96 -5.32
C -1.07 -4.62 3.22
C -0.98 -5.94 3.96
O -1.66 -6.98 3.23
C -0.99 -7.51 2.21
O 0.10 -7.20 1.84
C -1.82 -8.63 1.57
F -3.09 -8.25 1.39
F -1.82 -9.71 2.36
F -1.32 -8.97 0.39
H -2.11 -4.37 3.03
H -0.62 -3.82 3.82
H -0.54 -4.67 2.27
H -1.48 -5.88 4.92
H 0.06 -6.23 4.14
C 6.29 7.70 -2.03
C 5.07 7.14 -2.72
O 4.90 5.74 -2.42
C 4.35 5.45 -1.26
O 3.97 6.21 -0.42
C 4.20 3.92 -1.12
F 5.32 3.29 -1.48
F 3.20 3.48 -1.90
F 3.91 3.59 0.14
H 7.18 7.13 -2.29
H 6.45 8.74 -2.33
H 6.18 7.67 -0.94
H 5.18 7.19 -3.80
H 4.17 7.69 -2.45
C -9.61 -5.29 1.07
C -8.73 -4.26 0.39
O -7.33 -4.61 0.49
C -6.90 -5.52 -0.37
O -7.52 -6.08 -1.22
C -5.39 -5.76 -0.14
F -5.09 -5.88 1.15
F -4.69 -4.69 -0.62
F -4.97 -6.83 -0.78
H -9.30 -5.42 2.11
H -10.65 -4.96 1.04
H -9.54 -6.26 0.57
H -8.82 -3.29 0.88
H -9.00 -4.13 -0.66
*
```